(1)
# C41H52GeN5O6PdS2Si

A molecular structure, C41H52GeN5O6PdS2Si (ωB97M-V/def2-TZVPD, OMol25).

Results
LUMO level (spin up / spin down) = 3.83 / 3.83 eV
Expectation value of S² = 0.7544
Max |F| = 0.6 eV/Å
Energy above the lowest of the compared OMol25 structures with the same formula, charge and spin = 0.56 kcal/mol
Charge = -2
Spin multiplicity = 2
E = -5609.75653 hartree

XYZ file:
```
109
Properties=species:S:1:pos:R:3:mulliken_charge:R:1
Pd 0.134 -0.330 0.621 -0.0864
C -1.650 -1.163 -2.013 0.3010
C -2.665 -2.218 -1.607 1.7359
C -3.510 -1.725 -0.434 -1.4958
C -3.566 -2.580 -2.778 -2.0698
O -1.967 -3.424 -1.269 -0.0178
Si -1.337 -3.995 0.148 0.3901
S -0.158 -2.728 1.287 -0.6288
O -2.654 -4.582 0.974 -0.6763
C -2.877 -4.871 2.344 1.8145
C -1.666 -5.580 2.945 -1.5316
C -4.091 -5.793 2.376 -1.8260
C -3.175 -3.579 3.098 -1.2848
O -0.545 -5.380 -0.301 -0.3716
C 0.415 -5.599 -1.330 2.1370
C 1.308 -4.379 -1.537 -1.6981
C 1.253 -6.782 -0.867 -2.0154
C -0.331 -5.943 -2.616 -1.5819
H -2.152 -0.233 -2.292 0.6000
H -1.050 -1.512 -2.857 0.3674
H -0.987 -0.975 -1.164 -1.1972
H -4.149 -0.897 -0.755 0.5516
H -2.869 -1.376 0.380 0.0810
H -4.135 -2.538 -0.055 0.3262
H -4.105 -1.697 -3.133 0.3822
H -4.289 -3.344 -2.478 0.4317
H -2.962 -2.976 -3.598 0.4076
H -1.380 -6.422 2.308 0.2990
H -1.904 -5.952 3.946 0.5206
H -0.816 -4.896 3.009 0.1803
H -3.869 -6.725 1.850 0.3815
H -4.935 -5.309 1.879 0.3420
H -4.370 -6.023 3.408 0.4071
H -2.318 -2.905 3.040 0.0698
H -3.396 -3.795 4.149 0.4739
H -4.039 -3.080 2.651 0.2892
H 1.779 -4.088 -0.598 0.3042
H 0.728 -3.523 -1.894 0.2208
H 2.084 -4.607 -2.273 0.6275
H 1.803 -6.515 0.039 0.3863
H 1.967 -7.076 -1.641 0.3958
H 0.601 -7.630 -0.642 0.4047
H -0.996 -5.120 -2.882 0.0223
H -0.935 -6.843 -2.469 0.3864
H 0.373 -6.116 -3.435 0.4256
O -0.600 9.482 -3.067 -0.7105
S -1.103 8.319 -3.774 1.1935
O -0.088 7.400 -4.240 -0.6282
O -2.172 8.588 -4.717 -0.7196
C -1.971 7.411 -2.452 0.0082
N -2.986 8.065 -1.866 -0.5256
C -3.612 7.416 -0.898 -0.3857
C -3.255 6.142 -0.487 -0.7738
C -2.190 5.558 -1.150 -0.0055
N -1.555 6.189 -2.135 -0.0990
C -1.704 4.190 -0.806 1.8820
C -1.893 3.639 0.456 -1.2276
C -1.421 2.364 0.716 -0.6681
N -0.795 1.621 -0.201 0.4962
C -0.605 2.158 -1.407 -0.6451
C -1.036 3.428 -1.751 -1.0347
H -4.442 7.936 -0.426 0.3962
H -3.799 5.630 0.296 0.4182
H -2.364 4.204 1.250 0.3461
H -1.531 1.912 1.694 0.4156
H -0.068 1.542 -2.118 0.6348
H -0.837 3.844 -2.731 0.4926
C 3.551 -1.554 -0.489 -1.5819
Ge 2.469 -0.005 0.127 2.4603
C 3.780 0.773 1.447 -0.1954
C 5.076 1.096 1.033 -0.4415
C 6.023 1.598 1.918 -0.7183
C 5.693 1.791 3.256 -0.3797
C 4.409 1.489 3.691 -0.5818
C 3.468 0.990 2.792 0.1779
C 2.763 1.316 -1.358 -0.0318
C 3.180 0.899 -2.599 -0.3548
C 3.291 1.790 -3.698 -0.7633
C 2.960 3.106 -3.555 -1.1638
C 2.525 3.600 -2.297 1.8027
C 2.140 4.958 -2.135 -0.9859
C 1.732 5.429 -0.922 -0.2635
C 1.691 4.559 0.194 -1.2799
C 2.031 3.244 0.059 -0.4417
C 2.453 2.711 -1.193 0.1006
H 4.582 -1.256 -0.708 0.4160
H 3.116 -2.016 -1.380 0.2636
H 3.561 -2.308 0.304 0.3839
H 5.344 0.971 -0.014 0.1768
H 7.018 1.849 1.565 0.3623
H 6.431 2.179 3.950 0.3400
H 4.135 1.650 4.729 0.4030
H 2.460 0.786 3.143 0.1290
H 3.409 -0.151 -2.760 0.2867
H 3.629 1.417 -4.658 0.3914
H 3.020 3.792 -4.393 0.4011
H 2.144 5.613 -3.000 0.3771
H 1.419 6.462 -0.820 0.4381
H 1.360 4.935 1.155 0.4119
H 1.962 2.580 0.912 -0.0744
N 0.335 -0.646 3.836 0.3782
C 0.439 -0.607 5.174 -0.3545
C -0.036 0.623 5.571 -0.9003
C -0.412 1.249 4.364 -0.4359
N -0.161 0.479 3.313 0.0335
H 0.550 -1.403 3.199 -0.1165
H 0.833 -1.439 5.735 0.4572
H -0.112 1.008 6.575 0.3850
H -0.833 2.234 4.223 0.4470
```



(2)
# C7H9O2

2 unconnected molecules or ions with the total composition C7H9O2 at a distorted geometry (ωB97M-V/def2-TZVPD, OMol25).

Results
LUMO level (spin up / spin down) = -5.47 / -5.61 eV
Max |F| = 5.6 eV/Å
Energy above the lowest of the compared OMol25 structures with the same formula, charge and spin = 96.85 kcal/mol
Charge = +1
E = -422.09091 hartree

XYZ file:
```
18
Properties=species:S:1:pos:R:3:mulliken_charge:R:1
C -2.304 -1.995 1.796 -0.1967
C -1.635 -1.313 0.694 -0.2604
C -1.697 -1.959 3.040 -0.2753
C -0.492 -1.277 3.195 -0.0751
C -0.407 -0.795 1.017 0.4171
C 0.793 1.466 -3.123 -0.9280
C 1.256 0.772 -1.804 -0.1590
O 0.034 -0.653 2.184 -0.1760
O 0.569 0.780 -0.694 -0.3506
H -3.358 -2.241 1.861 0.3788
H -1.959 -1.051 -0.284 0.4450
H -2.253 -2.283 3.895 0.3775
H -0.084 -1.023 4.227 0.3616
H 0.421 2.528 -2.807 0.2877
H 1.623 1.437 -3.732 0.3476
H -0.034 0.907 -3.521 0.2952
H 2.324 1.169 -1.641 0.2593
H 1.461 -0.382 -2.126 0.2512
```



(3)
# C9H6F3N3O3S2

A molecular structure, C9H6F3N3O3S2 at a distorted geometry (ωB97M-V/def2-TZVPD, OMol25).

Results
LUMO level = -0.42 eV
Max |F| = 6.2 eV/Å
Energy above the lowest of the compared OMol25 structures with the same formula, charge and spin = 25.76 kcal/mol
E = -1832.33597 hartree

XYZ file:
```
26
Properties=species:S:1:pos:R:3:mulliken_charge:R:1
F -6.298 -3.784 2.149 -0.2236
C -5.784 -2.551 2.428 0.7023
F -6.108 -1.704 1.432 -0.1997
F -6.354 -2.099 3.584 -0.2236
S -4.005 -2.753 2.690 -0.0726
N -3.373 -1.602 1.551 -0.0410
C -3.333 -1.745 0.132 0.4651
O -4.042 -2.490 -0.527 -0.5829
C -2.281 -0.802 -0.292 0.1423
C -1.454 -0.472 0.761 0.5700
C -0.305 0.273 0.617 -1.0490
C -0.129 0.889 -0.606 0.0241
C -0.887 0.540 -1.716 -0.3114
C -1.969 -0.348 -1.579 -0.5808
S -1.951 -1.038 2.333 1.0813
O -2.331 0.026 3.222 -0.6119
O -1.142 -2.133 2.783 -0.6096
H 0.315 0.441 1.492 0.4623
H 0.597 1.849 -0.486 0.0359
H -0.655 0.948 -2.703 0.4135
H -2.591 -0.665 -2.413 0.4681
C 0.825 2.776 0.494 -0.4171
N 2.175 3.257 0.194 0.4268
N 3.255 3.479 -0.080 -0.3973
H 0.785 2.398 1.524 0.2692
H 0.102 3.590 0.339 0.2594
```



(4)
# C3H8N2O

2 unconnected molecules or ions with the total composition C3H8N2O at a distorted geometry (ωB97M-V/def2-TZVPD, OMol25).

Results
LUMO level = 0.78 eV
Max |F| = 1.7 eV/Å
Energy above the lowest of the compared OMol25 structures with the same formula, charge and spin = 87.88 kcal/mol
E = -303.75208 hartree

XYZ file:
```
14
Properties=species:S:1:pos:R:3:mulliken_charge:R:1
C -1.451 -0.150 0.918 -0.7859
C -0.195 0.280 0.651 0.5412
N 0.169 1.653 0.525 -0.6158
N 1.884 -0.220 -0.450 -0.3512
C 0.679 -0.646 -0.013 -0.0308
O -0.929 -1.051 -1.250 -0.7435
H -1.080 -1.635 -2.008 0.1757
H -0.036 2.004 -0.404 0.2264
H -0.191 2.239 1.264 0.2570
H 1.938 0.737 -0.778 0.2337
H 2.515 -0.881 -0.871 0.2472
H -2.252 0.553 1.102 0.2921
H -1.676 -1.195 1.034 0.2500
H 0.626 -1.687 0.280 0.3039
```



(5)
# C7H5F5IrNO5Te

A molecular structure, C7H5F5IrNO5Te (ωB97M-V/def2-TZVPD, OMol25).

Results
LUMO level (spin up / spin down) = -8.86 / -11.02 eV
Expectation value of S² = 6.0077
Max |F| = 0.3 eV/Å
Energy above the lowest of the compared OMol25 structures with the same formula, charge and spin = 6.60 kcal/mol
Charge = +2
Spin multiplicity = 5
E = -1571.64859 hartree

XYZ file:
```
25
Properties=species:S:1:pos:R:3:mulliken_charge:R:1
Ir -1.813 -0.175 -0.156 2.1607
O 0.212 -3.831 -0.589 -0.3495
C -0.221 -2.622 -0.612 0.5046
O -1.415 -2.301 -0.521 -0.5290
C 0.815 -1.553 -0.816 0.4660
C 2.177 -1.700 -1.000 -0.3718
C 2.919 -0.543 -1.234 -0.6468
C 2.293 0.700 -1.316 -0.5953
C 0.923 0.754 -1.128 1.0162
N 0.243 -0.356 -0.863 -0.6678
C -0.026 1.925 -1.245 0.5929
O 0.359 3.120 -1.535 -0.3814
O -1.235 1.713 -1.091 -0.6586
H -0.505 -4.488 -0.472 0.4326
H 2.643 -2.676 -0.970 0.5491
H 3.990 -0.612 -1.374 0.4925
H 2.881 1.584 -1.527 0.2704
H 1.314 3.232 -1.671 0.3342
F -2.913 2.706 3.198 -0.3072
Te -2.205 1.115 2.698 2.0993
F -3.675 0.243 3.323 -0.3129
F -1.262 0.845 4.224 -0.3289
F -3.111 1.319 0.973 -0.5740
F -0.797 2.041 1.910 -0.3979
O -1.591 -0.440 1.796 -0.7973
```



(6)
# C8H7ClF4

A single C8H7ClF4 molecule at a distorted geometry (ωB97M-V/def2-TZVPD, OMol25).

Results
LUMO level = 0.08 eV
Max |F| = 4.2 eV/Å
E = -1168.57372 hartree

XYZ file:
```
20
Properties=species:S:1:pos:R:3:mulliken_charge:R:1
C 0.382 -1.467 -1.472 -0.5680
C 0.633 -2.071 -0.267 -0.4908
C 0.424 0.041 -1.495 -0.2481
C 1.170 -1.229 0.821 -0.4650
C -0.355 0.887 -0.741 -0.2392
C 0.361 -0.260 1.317 0.2614
C -0.217 2.363 -0.791 -0.5998
C -1.055 -0.550 1.734 0.7967
F 0.972 0.602 2.092 -0.3259
F -1.066 -1.149 2.956 -0.2855
F -1.745 0.554 1.944 -0.2542
F -1.636 -1.289 0.821 -0.1867
Cl -1.265 2.933 -2.089 -0.1936
H 0.161 -2.018 -2.356 0.4628
H 0.717 -3.095 -0.120 0.5620
H 1.279 0.460 -2.016 0.3111
H 2.176 -0.776 0.941 0.3492
H -1.264 0.404 -0.438 0.4685
H 0.853 2.745 -0.944 0.3280
H -0.527 2.915 0.105 0.3170
```